No. 1
Molecular formula: C5H11O3
Method: DFT, ωB97M-V/def2-TZVPD

Its charge is -1. As for the energy above the lowest of the compared OMol25 structures with the same formula, charge and spin: 41.1 kcal per mole. As for the spin multiplicity: 1. As for the orbital gap: 0.2964 Ha. The LUMO energy comes out at 3.738 eV. As for the total energy: -11506.2868 eV. The calculation puts the molecular weight at 119.1 g mol⁻¹.

Positions of all 19 atoms, in Å:
C  0.4287  0.1850  -0.7697
C  0.3721  -0.4402  -2.1845
C  1.9019  0.5694  -0.3574
O  -0.2582  1.3869  -0.9606
H  -0.0828  -0.3485  0.0931
H  -0.5096  -0.0262  -2.6862
H  2.4751  0.7649  -1.2518
H  1.8511  1.3579  0.2712
H  2.2855  -0.3775  0.0184
H  -0.9167  1.6601  -0.3498
H  0.1526  -1.5626  -2.1221
H  1.2736  -0.3442  -2.7427
C  -0.8226  -0.7533  2.0786
C  -1.9573  0.1680  1.5157
O  -3.0676  -0.4092  1.4732
O  -1.7322  1.3930  1.3285
H  -0.2408  -0.3270  2.8549
H  -0.0597  -1.1002  1.3263
H  -1.0931  -1.7964  2.4651

The Löwdin scheme yields these atomic charges, measured in e: -0.4575, -0.0558, -0.0346, -0.0865, 0.0826, 0.0733, 0.0565, 0.0333, 0.0701, 0.0277, 0.0839, 0.0395, -0.0571, -0.7534, -0.0866, -0.0929, 0.0381, 0.0401, 0.0795

No. 2
Molecular formula: C5H11O3PS
Method: DFT, ωB97M-V/def2-TZVPD

Its charge is -2. As for the spin multiplicity: 1. As for the orbital gap: 0.1630 Ha. The LUMO energy comes out at 5.025 eV. The SMILES is CC[C@H]([C@H](C)S)P(=O)([O-])[O-]. As for the total energy: -31630.2298 eV. The calculation puts the molecular weight at 182.2 g mol⁻¹.

Positions of all 21 atoms, in Å:
C  -0.6415  -2.0797  0.7046
C  -0.2910  -1.3134  -0.5770
C  -0.5213  0.1463  -0.5850
C  0.4681  1.0333  0.3007
C  0.1405  2.4114  0.0999
S  2.3485  0.6717  0.1512
P  -2.3551  0.3903  -0.0009
O  -2.9771  -0.8478  -0.5704
O  -2.3984  0.5559  1.4912
O  -2.8027  1.6523  -0.8115
H  -1.3540  -1.5643  1.2840
H  0.1918  -2.0586  1.4719
H  -1.0523  -3.0159  0.5094
H  0.7886  -1.6191  -0.7832
H  -0.6854  -1.8804  -1.4667
H  -0.5731  0.5377  -1.5618
H  0.3413  0.8266  1.3370
H  0.5353  2.6958  -0.9869
H  0.5106  3.1255  0.7239
H  -0.8898  2.6637  0.1112
H  2.4084  1.7830  -0.7459

The Löwdin scheme yields these atomic charges, measured in e: -0.1430, -0.3407, -0.3487, -0.6717, -0.2046, 0.5588, 0.0688, -0.4360, -0.4381, -0.5195, 0.0135, 0.0737, 0.0330, 0.0676, 0.1011, 0.0789, 0.0624, 0.1083, 0.0268, 0.0473, -0.1380

No. 3
Molecular formula: C5H11O4PSi
Method: DFT, ωB97M-V/def2-TZVPD

Its charge is -2. As for the spin multiplicity: 1. As for the orbital gap: 0.1816 Ha. The LUMO energy comes out at 5.250 eV. The SMILES is O=P([O-])([O-])[SiH2][C@H]1CCCCO1. As for the total energy: -30718.7070 eV. The calculation puts the molecular weight at 194.2 g mol⁻¹.

Positions of all 22 atoms, in Å:
O  3.5309  1.5183  -2.8983
P  3.2570  0.0635  -2.7443
O  4.2913  -0.6646  -1.9413
O  2.6338  -0.6480  -3.9070
Si  1.5579  0.6472  -1.2602
C  0.2504  -0.0752  0.2077
C  -0.6091  1.0538  0.7175
C  -1.5278  0.4457  1.8343
C  -2.3214  -0.7866  1.2444
C  -1.3479  -1.7659  0.5443
O  -0.6056  -1.1766  -0.3696
H  1.9319  1.7273  -0.3098
H  0.7585  1.6256  -2.0252
H  0.6104  -0.5428  1.2218
H  -0.9601  1.6206  -0.1829
H  -0.0121  1.8664  1.2862
H  -2.1222  1.3119  2.1497
H  -0.8902  0.0700  2.4991
H  -2.7684  -1.2775  2.1768
H  -3.0648  -0.3652  0.4879
H  -0.7894  -2.1423  1.3758
H  -1.8031  -2.5057  -0.1067

The Löwdin scheme yields these atomic charges, measured in e: -0.4995, -0.2040, -0.5079, -0.4975, 0.6439, -0.4223, -0.2823, -0.2134, -0.1681, -0.3607, -0.1812, -0.0994, -0.1045, 0.1165, 0.0954, 0.1151, 0.0942, 0.0375, 0.1045, 0.1173, 0.0964, 0.1201

No. 4
Molecular formula: C5H11OP
Method: DFT, ωB97M-V/def2-TZVPD

Its charge is 0. As for the energy above the lowest of the compared OMol25 structures with the same formula, charge and spin: 59.2 kcal per mole. As for the spin multiplicity: 1. As for the orbital gap (spin up / spin down): 0.2816 / 0.2819 Ha. The LUMO energy (spin up / spin down) comes out at -0.919 / -0.874 eV. As for the total energy: -16697.0958 eV. The calculation puts the molecular weight at 118.1 g mol⁻¹.

Positions of all 18 atoms, in Å:
C  2.7217  -0.3812  -0.2167
C  -2.2445  1.2953  0.1511
C  -1.5058  -1.1223  -0.4173
C  1.3714  -0.4707  0.5621
C  -1.1581  0.2507  0.2493
O  1.0464  2.1690  0.1065
P  0.3908  0.8692  -0.2462
H  3.2582  -1.3051  0.1401
H  2.6727  -0.4802  -1.2459
H  3.3057  0.4601  0.0086
H  -2.4754  1.4855  -0.8660
H  -3.1622  0.8343  0.6106
H  -1.8705  2.1544  0.8498
H  -0.8819  -1.9069  0.0256
H  -1.3082  -1.0218  -1.5325
H  -2.5638  -1.2262  -0.2813
H  1.0089  -1.5246  0.5928
H  1.3945  -0.0795  1.5092

The Löwdin scheme yields these atomic charges, measured in e: -0.1608, -0.1547, -0.1185, -0.3159, -0.4153, -0.3825, 0.7958, 0.0831, 0.0336, 0.0470, 0.0619, 0.0839, 0.1119, 0.0517, 0.0959, 0.0544, 0.0851, 0.0436

No. 5
Molecular formula: C5H11OP
Method: DFT, ωB97M-V/def2-TZVPD

Its charge is 0. As for the energy above the lowest of the compared OMol25 structures with the same formula, charge and spin: 63.2 kcal per mole. As for the spin multiplicity: 1. As for the orbital gap: 0.3602 Ha. The LUMO energy comes out at 1.024 eV. The SMILES is C=CP[C@@H](C)CO. As for the total energy: -16696.9240 eV. The calculation puts the molecular weight at 118.1 g mol⁻¹.

Positions of all 18 atoms, in Å:
C  -3.1002  -0.0333  0.4005
C  -2.1191  -0.3690  -0.4242
P  -0.4993  -1.2356  -0.0958
C  0.7507  0.1800  -0.4795
C  0.4607  1.3676  0.3250
C  2.2078  -0.4433  -0.5146
O  2.5398  -0.9397  0.7741
H  -3.9830  0.2956  0.0962
H  -3.1380  -0.2851  1.4540
H  -2.0574  -0.1249  -1.5392
H  -0.3317  -1.1155  1.2367
H  0.5093  0.4072  -1.5756
H  0.7949  2.2318  -0.0589
H  1.0524  1.3142  1.4046
H  -0.6258  1.5614  0.4320
H  2.9091  0.2791  -0.9231
H  2.3012  -1.2644  -1.3412
H  2.3287  -1.8259  0.8291

The Löwdin scheme yields these atomic charges, measured in e: -0.0652, -0.4213, 0.9089, -0.5652, -0.1619, -0.2867, -0.0690, -0.0045, 0.0602, 0.0766, -0.0869, 0.1148, 0.0155, 0.1504, 0.0659, 0.1021, 0.1341, 0.0322

No. 6
Molecular formula: C5H11OS
Method: DFT, ωB97M-V/def2-TZVPD

Its charge is -1. As for the energy above the lowest of the compared OMol25 structures with the same formula, charge and spin: 31.3 kcal per mole. As for the spin multiplicity: 1. As for the orbital gap: 0.1999 Ha. The LUMO energy comes out at 3.153 eV. The SMILES is CSCCCC[O-]. As for the total energy: -18245.6290 eV. The calculation puts the molecular weight at 119.2 g mol⁻¹.

Positions of all 18 atoms, in Å:
C  -1.2685  2.3313  0.1832
S  -1.2737  1.2630  -1.2766
C  -1.2938  -0.3574  -0.4555
C  -0.2117  -0.5894  0.5930
C  1.2275  -0.3171  0.1842
C  1.8543  -1.6034  -0.4356
O  1.5746  -2.7397  0.1994
H  -1.8920  1.8904  0.9648
H  -1.7032  3.2820  -0.1082
H  -0.2562  2.4725  0.5485
H  -2.2764  -0.4747  0.0126
H  -1.1993  -1.1060  -1.2395
H  -0.2642  -1.6328  0.9226
H  -0.4744  -0.0073  1.4817
H  1.2455  0.4578  -0.5911
H  1.7550  0.0798  1.0529
H  1.5040  -1.5894  -1.5100
H  2.9525  -1.3596  -0.5263

The Löwdin scheme yields these atomic charges, measured in e: -0.4353, 0.7461, -0.5118, -0.3054, -0.2428, -0.5732, -0.3541, 0.0326, 0.0108, 0.0260, 0.0621, 0.0699, 0.0953, 0.0820, 0.0643, 0.0891, 0.0739, 0.0705

What did the first record say?
Molecular formula: C5H11O3
Method: DFT, ωB97M-V/def2-TZVPD

Its charge is -1. As for the energy above the lowest of the compared OMol25 structures with the same formula, charge and spin: 41.1 kcal per mole. As for the spin multiplicity: 1. As for the orbital gap: 0.2964 Ha. The LUMO energy comes out at 3.738 eV. As for the total energy: -11506.2868 eV. The calculation puts the molecular weight at 119.1 g mol⁻¹.

Positions of all 19 atoms, in Å:
C  0.4287  0.1850  -0.7697
C  0.3721  -0.4402  -2.1845
C  1.9019  0.5694  -0.3574
O  -0.2582  1.3869  -0.9606
H  -0.0828  -0.3485  0.0931
H  -0.5096  -0.0262  -2.6862
H  2.4751  0.7649  -1.2518
H  1.8511  1.3579  0.2712
H  2.2855  -0.3775  0.0184
H  -0.9167  1.6601  -0.3498
H  0.1526  -1.5626  -2.1221
H  1.2736  -0.3442  -2.7427
C  -0.8226  -0.7533  2.0786
C  -1.9573  0.1680  1.5157
O  -3.0676  -0.4092  1.4732
O  -1.7322  1.3930  1.3285
H  -0.2408  -0.3270  2.8549
H  -0.0597  -1.1002  1.3263
H  -1.0931  -1.7964  2.4651

The Löwdin scheme yields these atomic charges, measured in e: -0.4575, -0.0558, -0.0346, -0.0865, 0.0826, 0.0733, 0.0565, 0.0333, 0.0701, 0.0277, 0.0839, 0.0395, -0.0571, -0.7534, -0.0866, -0.0929, 0.0381, 0.0401, 0.0795